DFT (wB97M-V/def2-TZVPD) results for a 3-piece molecular cluster, C37H37N2O5 overall.

```
81
Properties=species:S:1:pos:R:3:lowdin_charge:R:1
N -2.650 3.975 0.376 0.003
C -1.217 3.729 0.132 -0.262
C -0.985 2.563 -0.860 -0.188
C -0.046 1.448 -0.366 -0.204
C -0.459 0.080 -0.911 -0.195
C 0.534 -1.033 -0.574 -0.136
C 0.288 -1.681 0.777 -0.249
C 1.546 -1.986 1.560 -0.143
O 1.254 -2.538 2.824 -0.106
C 0.532 -3.745 2.757 -0.169
C -0.718 -3.685 1.885 -0.068
N -0.417 -2.999 0.588 0.103
H -2.971 4.823 -0.068 0.065
H -2.853 4.057 1.367 0.040
H -0.736 3.495 1.085 0.094
H -0.735 4.630 -0.251 0.106
H -1.966 2.131 -1.059 0.100
H -0.608 2.938 -1.813 0.110
H -0.056 1.427 0.729 0.096
H 0.984 1.645 -0.676 0.118
H -0.582 0.148 -1.991 0.123
H -1.445 -0.163 -0.496 0.118
H 0.482 -1.808 -1.346 0.128
H 1.555 -0.652 -0.594 0.105
H -0.380 -1.080 1.398 0.146
H 2.089 -1.061 1.732 0.150
H 2.192 -2.667 0.986 0.148
H 1.180 -4.570 2.441 0.137
H 0.202 -3.956 3.771 0.143
H -1.544 -3.175 2.373 0.123
H -1.045 -4.692 1.635 0.142
H -1.265 -2.871 0.033 0.192
H 0.210 -3.598 0.046 0.185
C 6.707 -2.054 -1.356 -0.050
C 5.479 -1.584 -0.898 -0.064
C 4.606 -0.970 -1.778 -0.017
C 4.949 -0.822 -3.114 -0.084
C 6.181 -1.284 -3.570 -0.075
C 7.057 -1.903 -2.687 0.008
C 6.581 -1.113 -5.000 -0.274
O 7.645 -1.526 -5.401 0.121
C 5.623 -0.414 -5.905 -0.080
C 5.985 -0.205 -7.229 0.005
C 5.111 0.432 -8.092 -0.046
C 3.868 0.860 -7.640 -0.050
C 3.499 0.655 -6.322 -0.001
C 4.375 0.020 -5.448 -0.086
C 3.964 -0.181 -4.034 -0.276
O 2.867 0.153 -3.631 0.084
H 7.394 -2.533 -0.670 0.111
H 5.217 -1.689 0.148 0.100
H 3.646 -0.587 -1.460 0.092
H 8.009 -2.257 -3.058 0.125
H 6.954 -0.547 -7.567 0.124
H 5.397 0.598 -9.123 0.112
H 3.187 1.356 -8.319 0.111
H 2.537 0.984 -5.954 0.119
C -1.512 -0.560 3.874 -0.080
C -1.143 0.776 3.734 -0.059
C -2.120 1.759 3.671 0.003
C -3.467 1.408 3.732 -0.068
C -3.831 0.071 3.852 -0.077
C -2.850 -0.908 3.935 -0.013
C -5.267 -0.348 3.894 -0.276
O -5.559 -1.522 3.985 0.108
C -6.298 0.717 3.811 -0.085
C -7.640 0.358 3.829 0.004
C -8.616 1.336 3.761 -0.045
C -8.258 2.677 3.676 -0.044
C -6.923 3.042 3.655 0.006
C -5.937 2.065 3.720 -0.082
C -4.510 2.484 3.681 -0.271
O -4.190 3.651 3.616 0.107
H -0.752 -1.328 3.951 0.091
H -0.097 1.052 3.694 0.111
H -1.856 2.805 3.589 0.120
H -3.162 -1.938 4.061 0.116
H -7.903 -0.689 3.901 0.123
H -9.661 1.056 3.776 0.112
H -9.024 3.439 3.627 0.113
H -6.629 4.080 3.589 0.124
```

net charge: +1
orbital gap: 8.08 eV
lowest unoccupied orbital energy: -3.063 eV



DFT (wB97M-V/def2-TZVPD) results for C37H37N3P2V as an isolated structure in a non-equilibrium geometry.

```
80
Properties=species:S:1:pos:R:3:lowdin_charge:R:1
V -5.417 -1.083 1.173 0.741
C -5.750 -0.908 3.364 -0.192
C -4.492 -0.418 2.946 -0.226
C -3.227 -1.236 3.005 -0.177
C -2.908 -2.159 1.799 -0.180
C -4.083 -2.653 0.992 -0.238
C -5.261 -3.190 1.582 -0.197
C -5.412 -3.456 3.049 -0.166
C -5.968 -2.277 3.924 -0.178
C -5.194 -0.093 -0.505 -0.229
H -6.515 -0.153 3.578 0.122
H -4.383 0.670 2.850 0.120
H -3.195 -1.841 3.927 0.118
H -2.391 -0.518 3.101 0.101
H -2.208 -1.629 1.130 0.105
H -2.325 -3.018 2.179 0.125
H -3.894 -2.843 -0.071 0.118
H -5.956 -3.728 0.929 0.120
H -4.462 -3.830 3.486 0.118
H -6.126 -4.295 3.174 0.120
H -7.050 -2.448 4.097 0.114
H -5.526 -2.374 4.936 0.123
H -6.166 0.442 -0.557 0.010
H -5.058 -0.814 -1.329 0.007
H -4.346 0.603 -0.416 0.002
P 2.994 2.598 -0.543 0.991
P 3.207 0.302 -2.660 0.988
C 3.958 1.120 -0.151 -0.332
C 4.071 0.138 -1.083 -0.350
C 4.120 3.905 0.084 -0.400
C 5.131 3.676 1.027 -0.098
C 5.885 4.744 1.518 -0.086
C 5.694 6.036 1.023 -0.086
C 4.748 6.249 0.009 -0.089
C 3.973 5.195 -0.469 -0.108
C 1.676 2.477 0.754 -0.361
C 0.694 1.490 0.542 -0.104
C -0.330 1.312 1.470 -0.087
C -0.378 2.127 2.613 -0.093
C 0.595 3.112 2.822 -0.086
C 1.619 3.296 1.890 -0.084
C 4.632 -0.152 -3.767 -0.366
C 5.667 0.793 -3.892 -0.109
C 6.811 0.486 -4.630 -0.091
C 6.931 -0.753 -5.273 -0.095
C 5.889 -1.674 -5.180 -0.089
C 4.737 -1.377 -4.442 -0.085
C 2.238 -1.255 -2.689 -0.413
C 1.219 -1.340 -3.660 -0.113
C 0.497 -2.521 -3.800 -0.089
C 0.762 -3.608 -2.955 -0.089
C 1.744 -3.507 -1.964 -0.085
C 2.473 -2.325 -1.818 -0.096
H 4.399 1.040 0.854 0.070
H 4.702 -0.754 -0.947 0.080
H 5.340 2.672 1.386 0.084
H 6.629 4.553 2.293 0.103
H 6.283 6.866 1.412 0.102
H 4.616 7.248 -0.408 0.102
H 3.245 5.354 -1.269 0.099
H 0.743 0.859 -0.349 0.096
H -1.090 0.545 1.307 0.082
H -1.181 1.991 3.338 0.094
H 0.561 3.742 3.714 0.104
H 2.377 4.064 2.047 0.100
H 5.576 1.759 -3.392 0.100
H 7.615 1.215 -4.705 0.101
H 7.833 -0.993 -5.839 0.102
H 5.966 -2.639 -5.682 0.102
H 3.930 -2.106 -4.379 0.097
H 1.011 -0.477 -4.295 0.102
H -0.274 -2.591 -4.570 0.104
H 0.201 -4.533 -3.069 0.099
H 1.950 -4.343 -1.295 0.103
H 3.221 -2.243 -1.031 0.089
N -7.199 -1.431 1.238 0.016
C -8.378 -1.571 1.346 -0.223
N -9.605 -1.622 1.091 0.103
C -10.688 -1.853 1.786 -0.379
N -11.730 -2.047 2.298 0.094
```

orbital gap (spin up / spin down): 7.40 / 6.89 eV
lowest unoccupied orbital energy (spin up / spin down): 0.214 / -0.911 eV
spin multiplicity: 4



DFT (wB97M-V/def2-TZVPD) results for C37H37N5O2OsP2Te as an isolated structure.

```
85
Properties=species:S:1:pos:R:3:lowdin_charge:R:1
Os -0.753 -0.863 -1.946 1.265
Te -1.792 1.272 2.770 1.349
C -1.180 -0.193 4.160 -0.566
C 0.034 -0.058 4.815 -0.129
C 0.459 -1.096 5.637 -0.132
N -0.230 -2.217 5.818 0.080
C -1.410 -2.320 5.211 -0.132
C -1.935 -1.337 4.382 -0.129
C -1.519 0.105 1.039 -0.868
P -2.875 -0.319 0.158 0.824
C -4.396 -0.565 1.028 -0.327
C -4.544 -1.804 1.656 -0.088
C -5.686 -2.065 2.392 -0.051
C -6.675 -1.094 2.499 -0.035
C -6.528 0.134 1.871 -0.042
C -5.388 0.406 1.131 -0.065
C -2.500 -1.673 -0.988 -0.349
C -1.363 -2.475 -0.644 -0.180
C -0.517 -3.037 -1.636 -0.134
C -0.830 -2.834 -3.006 -0.149
C -2.009 -2.153 -3.385 -0.097
C -2.798 -1.542 -2.382 -0.138
P 0.017 0.003 0.142 0.876
C 0.875 1.592 0.294 -0.370
C 1.732 1.781 1.380 -0.097
C 2.288 3.027 1.626 -0.051
C 1.982 4.100 0.802 -0.055
C 1.134 3.920 -0.282 -0.074
C 0.588 2.672 -0.541 -0.106
C 1.143 -1.182 0.918 -0.375
C 2.414 -1.340 0.359 -0.101
C 3.301 -2.254 0.899 -0.056
C 2.926 -3.019 2.000 -0.047
C 1.665 -2.870 2.555 -0.044
C 0.770 -1.953 2.011 -0.092
H 0.653 0.820 4.682 0.094
H 1.407 -1.025 6.160 0.116
H -1.966 -3.233 5.397 0.113
H -2.906 -1.469 3.924 0.083
H -3.772 -2.561 1.572 0.114
H -5.810 -3.024 2.876 0.119
H -7.568 -1.300 3.074 0.121
H -7.302 0.884 1.959 0.120
H -5.273 1.367 0.648 0.111
H -1.065 -2.561 0.391 0.102
H 0.388 -3.547 -1.340 0.137
H -0.131 -3.167 -3.760 0.127
H -2.254 -2.001 -4.426 0.134
H -3.599 -0.888 -2.698 0.138
H 1.963 0.957 2.044 0.108
H 2.951 3.161 2.470 0.118
H 2.405 5.075 1.002 0.119
H 0.904 4.753 -0.934 0.115
H -0.039 2.544 -1.411 0.076
H 2.716 -0.732 -0.488 0.090
H 4.287 -2.370 0.470 0.113
H 3.623 -3.728 2.426 0.118
H 1.375 -3.453 3.419 0.114
H -0.210 -1.830 2.455 0.078
C 4.116 2.536 -1.761 -0.062
C 4.660 2.075 -3.107 -0.398
C 5.601 0.884 -2.958 -0.065
C 3.538 1.814 -4.113 -0.076
N 2.672 0.687 -3.724 -0.062
C 2.884 -0.631 -3.856 -0.087
N 1.871 -1.279 -3.339 0.087
N 1.049 -0.315 -2.903 -0.213
N 1.510 0.867 -3.122 0.134
H 4.935 2.776 -1.084 0.094
H 3.512 1.759 -1.280 0.063
H 3.493 3.424 -1.865 0.078
H 5.226 2.900 -3.552 0.148
H 5.117 0.051 -2.441 0.069
H 6.466 1.164 -2.358 0.092
H 5.972 0.530 -3.922 0.088
H 3.936 1.566 -5.096 0.139
H 2.878 2.673 -4.209 0.136
H 3.751 -1.070 -4.319 0.150
C -3.110 2.908 -2.116 0.069
C -2.603 1.552 -1.788 -0.508
O -1.548 1.119 -2.258 -0.086
O -3.380 0.856 -0.967 -0.116
H -2.538 3.342 -2.930 0.107
H -3.015 3.527 -1.220 0.118
H -4.169 2.859 -2.367 0.113
```

net charge: +2
orbital gap: 7.50 eV
lowest unoccupied orbital energy: -5.313 eV



DFT (wB97M-V/def2-TZVPD) results for C37H38CsN7O4 as an isolated structure in a non-equilibrium geometry.

```
87
Properties=species:S:1:pos:R:3:lowdin_charge:R:1
Cs 0.104 -1.317 -1.067 1.430
C -6.360 3.179 -1.045 -0.058
C -5.079 2.480 -0.679 -0.275
C -4.097 3.078 0.053 -0.003
C -2.897 2.400 0.383 -0.119
C -1.848 3.106 0.997 -0.001
N -0.701 2.571 1.311 0.075
C 0.473 3.311 1.736 -0.134
C 1.207 2.631 2.900 -0.133
C 2.712 2.519 2.655 -0.161
N 3.030 1.599 1.571 0.078
C 2.715 0.311 1.456 -0.002
C 2.223 -0.594 2.386 -0.115
C 2.187 -0.418 3.813 -0.011
C 1.617 -1.325 4.639 -0.271
C 1.633 -1.184 6.135 -0.057
C 0.917 -2.431 4.047 0.019
C 0.891 -2.665 2.714 -0.101
C -0.090 -3.641 2.186 -0.105
N -0.735 -3.409 1.129 -0.003
C -1.845 -4.250 0.733 -0.229
C -3.169 -3.558 1.068 -0.175
C -3.280 -2.121 0.571 -0.242
N -3.336 -2.042 -0.884 0.059
C -3.553 -0.921 -1.431 -0.147
C -3.723 0.428 -0.813 -0.114
C -4.839 1.157 -1.128 0.022
C -2.685 1.032 -0.013 -0.310
O -1.615 0.419 0.278 -0.231
C 1.715 -1.844 1.812 -0.375
O 1.891 -2.162 0.633 -0.232
H -6.349 4.216 -0.712 0.073
H -7.224 2.692 -0.587 0.079
H -6.520 3.176 -2.125 0.079
H -4.214 4.109 0.375 0.119
H -1.972 4.167 1.204 0.144
H -0.654 1.571 1.036 0.118
H 0.156 4.320 2.005 0.130
H 1.135 3.404 0.873 0.083
H 0.787 1.638 3.065 0.104
H 1.045 3.183 3.828 0.118
H 3.240 2.244 3.568 0.108
H 3.107 3.489 2.351 0.122
H 3.420 2.020 0.735 0.085
H 2.859 -0.068 0.446 0.135
H 2.673 0.439 4.258 0.102
H 2.158 -0.278 6.439 0.074
H 2.131 -2.033 6.608 0.081
H 0.619 -1.137 6.540 0.080
H 0.334 -3.074 4.703 0.124
H -0.312 -4.513 2.822 0.131
H -1.807 -5.244 1.200 0.110
H -1.784 -4.392 -0.349 0.106
H -3.288 -3.545 2.156 0.110
H -3.990 -4.156 0.665 0.110
H -2.432 -1.538 0.930 0.083
H -4.181 -1.663 0.995 0.127
H -3.644 -0.929 -2.520 0.121
H -5.586 0.696 -1.769 0.129
O 0.725 3.265 -1.515 0.038
C 2.055 3.162 -1.347 -0.298
C 2.726 4.219 -0.723 -0.047
C 4.087 4.150 -0.491 -0.103
C 4.805 3.021 -0.881 -0.107
C 4.139 1.976 -1.502 -0.050
C 2.765 2.017 -1.743 -0.084
C 2.026 0.829 -2.315 -0.560
O 0.749 0.940 -2.428 -0.261
N 2.800 -0.178 -2.608 0.035
N 2.174 -1.354 -2.995 -0.106
C 1.885 -1.484 -4.221 -0.118
C 1.243 -2.732 -4.688 -0.263
C 1.330 -3.085 -6.032 -0.029
C 0.768 -4.277 -6.456 -0.070
C 0.129 -5.075 -5.523 -0.068
C 0.068 -4.627 -4.209 -0.134
N 0.596 -3.485 -3.789 0.103
H 0.482 2.423 -2.026 0.069
H 2.148 5.092 -0.445 0.120
H 4.593 4.981 -0.015 0.103
H 5.871 2.959 -0.706 0.101
H 4.666 1.079 -1.803 0.112
H 2.098 -0.703 -4.953 0.129
H 1.846 -2.432 -6.723 0.110
H 0.829 -4.577 -7.494 0.106
H -0.324 -6.018 -5.795 0.100
H -0.447 -5.218 -3.459 0.106
```

orbital gap: 7.19 eV
lowest unoccupied orbital energy: -0.239 eV



DFT (wB97M-V/def2-TZVPD) results for a 2-piece molecular cluster, C37H38F6N3O overall in a non-equilibrium geometry.

```
85
Properties=species:S:1:pos:R:3:lowdin_charge:R:1
C -2.548 -0.555 -3.609 -0.080
C -2.298 0.900 -3.798 -0.336
C -0.905 1.421 -3.746 -0.062
C -3.348 1.718 -3.990 -0.100
N -3.295 3.100 -4.316 -0.145
C -4.426 3.926 -3.850 -0.153
C -4.136 5.417 -4.012 -0.190
O -3.775 5.733 -5.350 -0.140
C -2.632 5.004 -5.776 -0.186
C -2.852 3.497 -5.672 -0.133
H -1.619 -1.118 -3.518 0.056
H -3.142 -0.737 -2.712 0.074
H -3.095 -0.962 -4.462 0.084
H -0.204 0.653 -3.412 0.065
H -0.573 1.761 -4.727 0.072
H -0.830 2.259 -3.051 0.083
H -4.336 1.292 -3.925 0.118
H -5.310 3.650 -4.431 0.122
H -4.640 3.674 -2.805 0.122
H -5.013 6.024 -3.751 0.129
H -3.313 5.729 -3.359 0.120
H -2.419 5.308 -6.808 0.130
H -1.784 5.321 -5.159 0.122
H -1.946 2.945 -5.939 0.111
H -3.627 3.185 -6.379 0.125
F 5.661 -3.843 -3.125 0.145
C 4.376 -4.207 -2.954 -0.587
F 3.551 -3.217 -3.349 0.144
F 4.110 -5.338 -3.634 0.146
C 4.147 -4.473 -1.461 -0.028
N 2.736 -4.807 -1.208 -0.034
C 2.443 -6.202 -0.966 -0.219
C 2.651 -6.731 0.307 -0.021
C 2.403 -8.058 0.564 -0.073
C 1.943 -8.883 -0.443 -0.072
C 1.740 -8.376 -1.712 -0.068
C 1.996 -7.050 -1.980 -0.015
C 1.865 -3.751 -0.772 -0.149
C 0.630 -3.510 -1.392 0.034
C -0.169 -2.477 -0.986 0.017
C 0.201 -1.628 0.083 -0.178
C -0.637 -0.541 0.421 0.129
C -0.479 0.470 1.395 -0.180
C -1.551 1.359 1.646 0.017
C -1.483 2.301 2.636 0.025
C -0.345 2.409 3.449 -0.151
N -0.262 3.352 4.531 -0.033
C -0.038 4.771 4.213 -0.012
C 1.409 4.999 3.743 -0.583
F 1.518 6.274 3.322 0.150
F 2.237 4.771 4.778 0.131
F 1.683 4.146 2.739 0.145
C 0.079 2.915 5.865 -0.215
C 1.401 2.657 6.228 -0.035
C 1.700 2.150 7.469 -0.065
C 0.694 1.910 8.381 -0.072
C -0.618 2.181 8.047 -0.073
C -0.928 2.676 6.801 -0.010
C 0.742 1.572 3.169 0.018
C 0.696 0.668 2.151 0.014
C 1.394 -1.957 0.763 0.011
C 2.211 -2.959 0.329 0.015
H 4.781 -5.302 -1.140 0.149
H 4.436 -3.588 -0.892 0.130
H 3.033 -6.084 1.079 0.114
H 2.584 -8.455 1.548 0.109
H 1.747 -9.923 -0.238 0.110
H 1.394 -9.026 -2.498 0.110
H 1.886 -6.657 -2.978 0.112
H 0.333 -4.147 -2.207 0.129
H -1.112 -2.313 -1.477 0.110
H -1.542 -0.475 -0.153 0.125
H -2.435 1.287 1.037 0.125
H -2.308 2.970 2.810 0.127
H -0.735 5.098 3.440 0.139
H -0.232 5.374 5.102 0.151
H 2.189 2.904 5.536 0.099
H 2.727 1.954 7.727 0.110
H 0.937 1.517 9.354 0.109
H -1.400 2.014 8.767 0.109
H -1.948 2.897 6.536 0.115
H 1.655 1.712 3.721 0.117
H 1.614 0.195 1.870 0.102
H 1.637 -1.491 1.695 0.098
H 3.118 -3.180 0.865 0.124
```

net charge: +1
orbital gap: 4.26 eV
lowest unoccupied orbital energy: -5.400 eV